Model a:
C6H11NO2 | ωB97M-V/def2-TZVPD

Geometry as ORCA input:
```
! RIJCOSX wB97M-V def2-TZVPD def2/J DEFGRID3
* xyz 0 1
C 0.4680 -2.1869 0.0199
C 0.3544 -0.5728 -0.1947
C -0.3785 -0.4073 -1.7031
C -0.1000 0.9942 -2.1780
C 0.8832 0.2683 0.7949
C -1.1824 -0.1230 1.9471
H 1.1874 -2.1817 1.0569
H 0.9033 -2.6375 -1.0881
H -0.5167 -2.4244 -0.1607
H 0.0288 -1.1578 -2.6806
H -1.8253 -0.4882 -1.4454
H -0.3058 1.0104 -3.2876
H -0.6670 1.7160 -1.4967
H 2.2528 0.3578 -1.5936
H 0.8898 1.4489 0.1089
H 1.5853 0.1368 1.6892
H -1.9684 -1.0274 1.5559
N -0.4600 0.0795 0.8549
O 1.2446 1.6135 -1.8529
O -1.0711 0.4934 3.0079
*
```

Kohn-Sham gap   0.2894 Ha

Model b:
C6H11NO2 | ωB97M-V/def2-TZVPD

Geometry as ORCA input:
```
! RIJCOSX wB97M-V def2-TZVPD def2/J DEFGRID3
* xyz 0 1
C -0.0737 -1.1383 2.6538
N 0.1402 0.0232 2.1708
C 0.5311 0.0286 0.5910
C 1.9682 -0.2612 0.3417
C -0.5506 0.2020 -0.1169
C -1.9568 0.5574 0.2301
C -0.2945 0.2272 -1.8145
O -0.3982 1.5515 -2.2521
O 0.9047 -0.3174 -2.2771
H -0.0337 -2.0708 2.0575
H -0.2417 -1.2725 3.7368
H 2.1146 -1.3324 0.1771
H 2.3669 0.3053 -0.5037
H 2.5790 0.0405 1.1988
H -2.6141 -0.3004 0.0591
H -2.3038 1.3884 -0.3913
H -2.0529 0.8612 1.2754
H -1.1285 -0.3435 -2.2329
H 0.1592 2.0804 -1.6588
H 0.8845 -0.2290 -3.2448
*
```

SMILES string   C=N/C(C)=C(\C)C(O)O
Kohn-Sham gap   0.3545 Ha

Model c:
C6H11NO2 | ωB97M-V/def2-TZVPD

Geometry as ORCA input:
```
! RIJCOSX wB97M-V def2-TZVPD def2/J DEFGRID3
* xyz 0 1
H 1.1320 2.7424 -0.6837
N 1.2604 1.9152 -1.2480
C 0.7438 0.8260 -0.9770
O 0.0930 0.0521 -2.0446
C 0.3219 0.1321 0.2915
C 1.0057 -1.2358 0.3582
C 0.6443 0.9855 1.5172
C -1.2313 0.0794 0.0523
C -1.8345 -1.2518 -0.3055
O -1.9138 1.0157 0.4154
H 0.0256 0.6282 -2.8197
H 0.8462 -1.8071 -0.5516
H 2.0789 -1.1006 0.4890
H 0.6301 -1.7932 1.2139
H 1.7042 1.2347 1.5487
H 0.4049 0.4164 2.4138
H 0.0529 1.8985 1.5124
H -1.6844 -1.9729 0.4958
H -2.9028 -1.1245 -0.4666
H -1.3768 -1.6403 -1.2116
*
```

SMILES string   [H]/N=C(/O)C(C)(C)C(C)=O
Kohn-Sham gap   0.3712 Ha

Short version: model c is the most stable of them.

Model a:
C6H11NO2 | ωB97M-V/def2-TZVPD

Geometry as ORCA input:
```
! RIJCOSX wB97M-V def2-TZVPD def2/J DEFGRID3
* xyz 0 1
C -0.1583 1.8473 -0.6454
C -0.1484 0.4714 0.0250
C -0.3679 0.4420 1.5309
C -0.7327 -0.7049 -0.7118
C 0.7731 -0.6036 -0.4344
O 1.5461 -1.3736 0.4032
H 0.1951 1.8124 -1.6454
H 0.3964 2.4972 -0.0089
H -1.1870 2.1990 -0.6739
H 0.5060 0.3793 2.2526
H -1.1094 -0.4055 1.9684
H -0.7966 1.3565 1.8294
H -1.1361 -0.6068 -1.6745
H -1.2475 -1.4584 0.0551
H 1.4341 -0.4882 -1.4658
H 1.1605 -1.8015 1.2069
N 1.1844 -4.0554 -1.6750
C 0.8442 -4.0419 -2.8440
O 0.6106 -4.1478 -3.9664
H 1.7092 -3.5309 -1.0661
*
```

SMILES string   CC1(C)C[C@@H]1O.N=C=O
Kohn-Sham gap   0.3722 Ha

Model b:
C6H11NO2 | ωB97M-V/def2-TZVPD

Geometry as ORCA input:
```
! RIJCOSX wB97M-V def2-TZVPD def2/J DEFGRID3
* xyz 0 1
C 1.2771 0.0016 -2.3577
C 1.0118 -0.5445 -1.1626
C 0.7526 0.2881 0.1257
N 1.6685 -0.1811 1.1542
C -0.7617 0.2811 0.5189
C -1.1259 -0.5963 1.7133
O -1.1664 1.6236 0.8396
C -1.5639 -0.1896 -0.7001
O -2.2067 0.6009 -1.3954
H 1.5882 -0.6083 -3.2003
H 1.1419 1.0654 -2.5367
H 1.1285 -1.6190 -1.0319
H 1.0313 1.3232 -0.1068
H 2.6294 0.0174 0.8797
H 1.4737 0.2759 2.0442
H -0.6720 -0.2183 2.6362
H -2.2104 -0.5809 1.8746
H -0.8248 -1.6379 1.5666
H -1.5733 1.9781 0.0206
H -1.5980 -1.2794 -0.8822
*
```

SMILES string   C=C[C@H](N)[C@@](C)(O)C=O
Kohn-Sham gap   0.3767 Ha

Short version: model b is the most stable of them.

Model a:
C6H11NO2 | ωB97M-V/def2-TZVPD

Geometry as ORCA input:
```
! RIJCOSX wB97M-V def2-TZVPD def2/J DEFGRID3
* xyz 0 1
C 1.1033 0.1318 -2.0391
C 0.5167 -0.8756 -1.3797
C 0.2442 -1.0096 0.1119
C -1.1849 -1.5366 0.3136
C 0.5368 0.1705 1.0778
O 1.8488 0.6960 0.8849
C -0.5079 1.3027 1.1451
N -1.0437 1.7636 -0.0153
O -0.8012 1.8450 2.2084
H 1.4764 1.0217 -1.5429
H 1.2637 0.0680 -3.1119
H 0.2325 -1.7468 -1.9725
H 0.9228 -1.8150 0.4314
H -1.2856 -2.5478 -0.0976
H -1.4441 -1.5890 1.3763
H -1.9263 -0.9052 -0.1883
H 0.5383 -0.2652 2.0875
H 1.9872 1.3475 1.5969
H -0.7854 1.4063 -0.9237
H -1.6917 2.5377 0.0372
*
```

SMILES string   C=C[C@H](C)[C@@H](O)C(N)=O
Kohn-Sham gap   0.3901 Ha

Model b:
C6H11NO2 | ωB97M-V/def2-TZVPD

Geometry as ORCA input:
```
! RIJCOSX wB97M-V def2-TZVPD def2/J DEFGRID3
* xyz 0 1
C -1.4162 -0.2134 0.8324
C -0.2582 0.0933 -0.1190
C -0.7034 1.0895 -1.1655
N -1.0754 2.3210 -0.7787
O -1.1681 0.7460 -2.2698
C 1.0733 0.4249 0.6138
C 1.5937 -0.9845 0.2777
O 1.5506 -1.8161 1.4180
C 0.4155 -1.1732 -0.7054
H -1.1676 -1.0880 1.4473
H -1.6106 0.6375 1.5015
H -2.3337 -0.4307 0.2668
H -0.4374 2.8285 -0.1796
H -1.8040 2.6122 -1.5440
H 1.6623 1.2100 0.1228
H 0.9915 0.6520 1.6852
H 2.5938 -1.0178 -0.1816
H 1.5297 -2.7342 1.1332
H -0.1461 -2.1113 -0.6006
H 0.7103 -1.0457 -1.7545
*
```

SMILES string   C[C@]1(C(N)=O)C[C@H](O)C1
Kohn-Sham gap   0.3800 Ha

Model c:
C6H11NO2 | ωB97M-V/def2-TZVPD

Geometry as ORCA input:
```
! RIJCOSX wB97M-V def2-TZVPD def2/J DEFGRID3
* xyz 0 1
C -1.9934 0.3238 0.1267
C -0.5854 -0.2863 -0.0601
C -0.4814 -1.7298 0.4457
O 0.0006 -0.1939 -1.2772
C 0.6606 0.4853 -0.1913
C 0.6547 1.9282 -0.3497
C 2.1543 -0.0856 0.1913
N 2.7631 -0.6548 -0.8519
O 2.6110 0.1554 1.2741
H -2.7319 -0.4166 0.1810
H -2.2072 1.0087 -0.6253
H -2.1458 0.6473 1.0825
H -1.1776 -2.4345 -0.0284
H -0.7758 -1.7751 1.3931
H 0.5255 -2.1124 0.2631
H 0.4337 2.1626 -1.3529
H 1.6250 2.3591 -0.1570
H -0.0372 2.4207 0.3418
H 2.0713 -0.9273 -1.5010
H 3.7114 -1.0639 -0.9293
*
```

SMILES string   CC1(C)O[C@]1(C)C(N)=O
Kohn-Sham gap   0.3829 Ha

Short version: model a is the most stable of them.